# 1
An isolated molecule of C17H16N2O4, computed with ωB97M-V/def2-TZVPD.

Calculated values
HOMO-LUMO gap in eV: 7.8
Molar mass in g mol⁻¹: 312.3
Relative energy (zero: lowest compared OMol25 entry of this formula, charge and spin) in kcal/mol: 96.23
SMILES string: CCOc1ccccc1NC(=O)/C=C/c1ccccc1[N+](=O)[O-]
Highest occupied orbital energy in eV: -8.452
LUMO energy in Ha: -0.0235
Spin multiplicity: 1
E in Ha: -1067.78565

Geometry (Å):
H (-7.076, 1.394, -1.325)
H (2.222, -2.907, -0.446)
H (1.093, 0.595, -0.555)
H (-6.692, 0.203, 0.822)
H (-2.374, -1.947, -0.003)
C (-4.682, -0.309, 0.340)
C (2.530, -0.799, -0.350)
H (5.549, 0.727, -0.140)
C (5.244, -1.398, -0.234)
C (-2.357, -0.929, -0.373)
H (4.527, 1.348, 2.142)
H (2.264, 3.008, 0.911)
H (4.627, -3.443, -0.330)
C (2.777, 2.058, 1.092)
N (-4.491, -0.924, 1.626)
C (3.481, 0.229, -0.237)
N (1.197, -0.408, -0.459)
C (-3.632, -0.256, -0.587)
C (0.070, -1.178, -0.446)
H (-5.239, 1.544, -2.972)
C (4.306, -2.413, -0.310)
H (-3.076, 0.471, -2.514)
C (4.830, -0.076, -0.195)
H (2.098, 1.384, 1.634)
H (4.724, 2.935, 1.382)
O (3.038, 1.546, -0.210)
H (-1.071, 0.649, -0.938)
C (-1.168, -0.381, -0.622)
O (-3.354, -1.056, 2.029)
O (0.062, -2.384, -0.313)
C (-6.121, 0.938, -1.117)
C (-5.087, 1.020, -2.040)
C (-5.916, 0.273, 0.075)
H (6.297, -1.630, -0.200)
C (4.033, 2.292, 1.921)
C (2.955, -2.122, -0.376)
C (-3.866, 0.429, -1.780)
O (-5.484, -1.255, 2.240)
H (3.762, 2.771, 2.858)

These are the natural (NBO) partial charges, in e, on atoms 1 to 5: number 1, H, carries 0.2246; number 2, H, carries 0.2554; number 3, H, carries 0.4120; number 4, H, carries 0.2492; number 5, H, carries 0.2488


# 2
A 7-piece molecular cluster, C42H79BO20 overall, computed with ωB97M-V/def2-TZVPD.

Calculated values
HOMO-LUMO gap in eV: 8.2
Molar mass in g mol⁻¹: 914.9
SMILES string: CC(=O)OCC1=CC(=O)c2c(ccc(B(O)O)c2CCCCOC=O)C1=O.COCCOC.COCCOC.COCCOC.COCCOC.COCCOC.COCCOC
Highest occupied orbital energy in eV: -9.183
LUMO energy in Ha: -0.0365
Spin multiplicity: 1
E in Ha: -3177.18798

Geometry (Å):
H (12.404, -0.049, -6.258)
H (-2.782, 4.742, 1.875)
H (0.763, -4.763, -2.541)
O (6.049, -2.400, -2.923)
C (-7.103, 2.405, 0.458)
O (-4.575, -6.860, -3.376)
C (-4.327, -5.681, -3.458)
H (-2.948, 5.395, 3.530)
H (10.210, -1.915, -9.065)
C (-7.156, -0.508, -1.052)
O (-5.229, -2.205, 4.469)
C (-2.451, -4.289, 2.786)
C (-1.925, -1.471, -1.401)
H (0.763, -0.149, -0.261)
H (-0.206, 11.332, 6.246)
C (-2.821, -4.447, 4.242)
H (0.872, 9.093, 2.293)
H (3.101, -2.848, -1.387)
O (-0.482, 8.308, 3.595)
C (-3.459, -3.663, 1.885)
H (2.848, -1.577, 2.733)
H (-5.040, -4.967, -3.001)
C (-2.341, 4.762, 2.874)
H (0.080, -3.611, -3.662)
O (-2.228, 3.462, 3.427)
H (-8.815, 0.588, 1.046)
C (-9.282, 1.526, 0.737)
H (-3.546, 2.132, 4.215)
H (-0.736, 0.146, 2.764)
H (0.705, -3.421, -0.734)
O (-8.417, 2.303, -0.073)
H (-1.491, 7.040, 4.818)
H (-4.207, 1.090, 2.119)
O (-3.218, 2.368, 0.882)
H (1.146, 7.389, 2.708)
O (-3.259, -5.185, -4.116)
O (0.499, 9.389, 6.149)
H (11.378, -1.857, -4.909)
C (-5.081, -3.893, 6.137)
H (-6.770, 3.433, 0.287)
H (9.334, -0.918, -7.893)
C (10.283, -1.040, -8.421)
C (3.743, -2.420, -2.165)
H (-0.538, -5.165, 2.864)
H (-7.588, -1.440, -0.690)
H (-6.116, 1.658, -1.311)
H (-3.671, -0.258, -1.158)
O (9.426, -1.274, -5.313)
H (-1.590, 1.462, -0.013)
O (3.596, -1.007, -2.094)
H (10.894, -0.246, -4.360)
C (-3.303, 1.708, 2.140)
H (3.687, 0.679, -3.236)
O (-6.462, 0.100, 0.024)
C (-3.413, 2.692, 3.284)
C (0.402, 10.691, 5.598)
H (-2.449, 1.030, -3.127)
H (0.958, 0.200, 3.306)
H (4.547, -1.221, 2.309)
H (0.388, -0.195, -2.383)
C (-1.300, -4.673, 2.271)
H (9.348, -3.237, -4.668)
H (-0.002, -1.277, 3.518)
H (-4.558, -1.524, 0.709)
H (-1.555, 9.287, 5.857)
H (5.506, -2.490, -0.921)
H (-2.288, -3.347, -3.980)
C (-1.002, -4.439, 0.813)
C (9.200, -2.650, -5.581)
H (-10.172, 1.297, 0.152)
C (2.646, -0.011, 0.715)
H (1.408, 11.105, 5.540)
C (-6.142, 1.464, -0.234)
H (-7.107, 2.228, 1.538)
C (3.553, -0.394, -3.375)
H (-2.453, 1.045, 2.283)
O (-4.656, -3.792, 2.015)
H (0.796, 1.051, 1.043)
C (3.620, -0.804, 2.719)
C (-1.694, -3.270, 0.182)
H (2.976, -1.001, 0.391)
H (-6.462, -0.737, -1.869)
O (0.580, -0.935, 1.597)
C (1.138, 0.054, 0.750)
C (-0.580, 7.646, 4.848)
H (10.469, -0.160, -9.046)
O (3.222, 0.329, 1.969)
H (9.860, -3.023, -6.367)
C (5.172, -2.846, -1.902)
O (11.364, -1.243, -7.529)
H (0.677, -2.174, -1.930)
B (-1.494, -0.594, -2.642)
H (-4.291, -4.566, 6.477)
H (-5.913, -4.499, 5.792)
H (-4.285, 3.341, 3.154)
C (-3.619, -1.813, 0.256)
H (3.009, 0.717, -0.014)
O (-0.204, -0.422, -3.107)
H (10.806, 0.574, -6.693)
O (-0.242, -5.201, 0.253)
H (1.553, 8.679, 3.874)
C (-4.522, -3.008, 5.017)
H (-0.029, 10.675, 4.594)
H (-1.954, -4.808, 4.792)
H (-3.650, -5.157, 4.296)
C (-2.906, -2.869, 0.727)
H (-1.341, 5.188, 2.804)
H (4.346, -0.765, -4.027)
C (0.184, -0.427, 2.860)
H (7.589, -1.514, -1.867)
H (5.215, -3.940, -1.894)
H (-1.187, 2.764, 1.146)
H (2.579, -0.569, -3.846)
H (-3.255, -3.879, -2.548)
H (-1.156, -5.781, -3.228)
H (-1.659, -5.198, -1.670)
C (-1.896, 2.439, 0.381)
H (8.167, -2.766, -5.907)
O (-2.505, 0.088, -3.312)
H (0.268, 6.971, 4.998)
C (-2.554, -4.179, -3.331)
C (10.806, -0.965, -5.180)
H (-5.142, 1.636, 0.161)
C (-0.054, -4.049, -2.670)
C (-1.214, -2.563, -0.909)
H (6.150, -0.480, -2.098)
H (-9.581, 2.094, 1.624)
H (3.397, -2.798, -3.131)
C (-3.109, -1.111, -0.801)
H (-1.884, 3.165, -0.432)
C (0.094, -2.999, -1.529)
H (-7.964, 0.126, -1.426)
O (-3.182, -3.145, 4.733)
C (11.363, -0.334, -6.439)
H (-0.836, 8.071, 6.923)
C (-0.690, 8.630, 5.994)
H (3.806, -0.482, 3.742)
C (0.846, 8.365, 3.103)
C (6.784, -1.242, -2.558)
H (-5.366, -3.216, 6.938)
C (-1.350, -4.870, -2.659)
H (7.227, -0.824, -3.461)

These are the Löwdin partial charges, in e, on atoms 1 to 5: number 1, H, carries 0.1249; number 2, H, carries 0.0861; number 3, H, carries 0.1106; number 4, O, carries -0.1893; number 5, C, carries -0.1971


# 3
An isolated molecule of C26H27N3O5S, computed with ωB97M-V/def2-TZVPD.

Calculated values
HOMO-LUMO gap in eV: 9.0
Molar mass in g mol⁻¹: 493.6
Relative energy (zero: lowest compared OMol25 entry of this formula, charge and spin) in kcal/mol: 0.00
SMILES string: COC(=O)c1c(N2C(=O)[C@H]3[C@@H](C2=O)[C@]2(C(=O)Nc4c2ccc(C)c4C)N2CCC[C@@H]32)sc(C)c1C
Highest occupied orbital energy in eV: -8.439
LUMO energy in Ha: 0.0207
Spin multiplicity: 1
E in Ha: -1945.72422

Geometry (Å):
H (-4.766, 3.699, 2.046)
H (5.368, 2.741, -2.137)
H (4.805, -0.837, -1.720)
O (-0.180, 0.848, -1.823)
N (3.924, -0.705, -1.248)
O (-3.476, -1.513, -1.664)
N (1.470, -1.763, 0.954)
O (3.213, -2.872, -1.360)
C (3.484, 0.509, -0.717)
C (4.090, 4.154, -0.043)
H (-0.578, -2.961, 2.360)
C (-5.985, 1.624, -0.002)
H (-0.633, -3.251, -1.043)
H (5.076, 4.117, 0.419)
H (-6.285, 1.514, -1.042)
C (3.052, -1.721, -1.024)
C (1.622, 1.342, 0.555)
C (-4.098, 3.820, 1.194)
H (0.681, 1.195, 1.061)
S (-2.029, 2.033, 0.632)
H (3.274, -2.650, 1.623)
H (1.194, -2.476, 3.782)
H (1.381, -3.725, 0.161)
N (-1.405, -0.410, -0.350)
C (-0.336, -0.165, -1.199)
H (-6.455, 0.816, 0.554)
C (3.464, 2.793, -0.068)
H (2.117, -3.875, 3.238)
C (-3.703, 2.492, 0.644)
H (2.739, -1.202, 2.515)
C (5.445, 1.954, -1.388)
C (-1.430, -1.697, 0.180)
C (0.334, -3.455, 2.033)
C (-4.502, 1.522, 0.118)
H (-4.613, 4.412, 0.438)
C (-3.969, -2.696, -2.274)
C (4.119, 1.739, -0.722)
H (0.843, -1.671, -2.169)
O (-2.257, -2.093, 0.952)
C (2.246, 2.581, 0.564)
H (0.176, -4.531, 2.062)
H (-3.230, -2.990, -3.016)
H (-6.340, 2.578, 0.375)
C (-4.375, -0.795, -0.959)
H (1.768, 3.404, 1.072)
O (-5.542, -1.086, -0.896)
H (6.192, 2.264, -0.658)
H (4.213, 4.536, -1.056)
C (1.537, -3.017, 2.902)
C (2.242, 0.310, -0.110)
C (0.735, -2.971, 0.644)
H (-3.216, 4.366, 1.519)
C (-2.411, 0.525, -0.106)
C (1.830, -1.123, -0.285)
H (-4.935, -2.504, -2.746)
H (-4.090, -3.478, -1.522)
C (-3.758, 0.383, -0.326)
C (-0.256, -2.452, -0.403)
C (0.552, -1.384, -1.158)
C (2.396, -2.102, 2.002)
H (5.799, 1.052, -1.879)
H (3.471, 4.851, 0.515)

These are the natural (NBO) partial charges, in e, on atoms 1 to 5: number 1, H, carries 0.2273; number 2, H, carries 0.2250; number 3, H, carries 0.4155; number 4, O, carries -0.5463; number 5, N, carries -0.6221


# 4
C6H4 as an isolated structure, computed with ωB97M-V/def2-TZVPD.

Calculated values
HOMO-LUMO gap (alpha / beta) in eV: 8.4 / 6.7
Molar mass in g mol⁻¹: 76.1
Relative energy (zero: lowest compared OMol25 entry of this formula, charge and spin) in kcal/mol: 124.78
Highest occupied orbital energy (alpha / beta) in eV: -8.866 / -8.108
LUMO energy (alpha / beta) in Ha: -0.0168 / -0.0506
Spin multiplicity: 1
E in Ha: -230.67785

Geometry (Å):
C (0.102, -0.640, 0.772)
C (-0.055, 0.709, -0.623)
H (-1.471, -0.987, -1.048)
H (-0.537, 1.565, -1.199)
H (2.282, -1.352, 0.563)
C (-0.795, -0.497, -0.348)
C (1.515, -0.567, 0.338)
C (-0.961, 0.328, 0.829)
C (1.476, 0.359, -0.684)
H (-1.557, 1.081, 1.399)

These are the natural (NBO) partial charges, in e, on atoms 1 to 5: number 1, C, carries 0.1441; number 2, C, carries -0.2347; number 3, H, carries 0.2332; number 4, H, carries 0.2308; number 5, H, carries 0.2352